P) Molecular formula: C5H14O
Method: DFT, ωB97M-V/def2-TZVPD

Geometry as ORCA input:
```
! wB97M-V def2-TZVPD RIJCOSX def2/J DEFGRID3
* xyz 0 1
C 1.05090 -0.36413 2.22786
C 0.81572 0.58198 1.07966
C 0.49154 -0.16982 -0.29155
C 0.13559 0.77558 -1.46912
C -0.12911 -0.11326 -2.70592
H 1.40913 0.09909 3.16259
H 1.85381 -1.00156 1.82089
H 0.18082 -1.00050 2.46153
H -0.09466 1.19869 1.20740
H 1.68057 1.26929 1.00838
H 1.45226 -0.68048 -0.49571
H -0.29195 -0.94744 -0.20844
H -0.77545 1.29316 -1.11195
H 0.89244 1.54898 -1.70250
H 0.82244 -0.67048 -2.73169
H -0.25214 0.41741 -3.66502
H -0.95619 -0.83443 -2.59427
O -2.90218 -0.36583 0.97409
H -3.41784 -0.66294 1.75772
H -1.96569 -0.37331 1.27604
*
```

Results
- SMILES string: CCCCC.O
- E_HOMO: -0.4004 Eh
- HOMO-LUMO gap: 0.432 Ha


Q) Molecular formula: C5H14O
Method: DFT, ωB97M-V/def2-TZVPD

Geometry as ORCA input:
```
! wB97M-V def2-TZVPD RIJCOSX def2/J DEFGRID3
* xyz 0 1
C -2.71140 0.64959 -0.40119
C -1.36910 -0.00898 -0.06442
C -1.44245 -0.73791 1.27342
O -1.20763 -1.09399 -0.99997
H -3.55470 -0.02563 -0.27993
H -2.59860 1.13854 -1.36414
H -2.90901 1.35460 0.36651
H -0.61808 0.77110 -0.13961
H -2.07807 -1.61644 1.22954
H -0.42550 -1.02870 1.54087
H -1.84285 -0.09221 2.05922
H -0.42885 -1.02006 -1.56725
C 2.31731 -0.17228 -0.72022
C 2.98661 0.66848 0.34737
H 2.89799 -1.05498 -0.96126
H 1.34075 -0.55515 -0.41174
H 2.09179 0.28734 -1.68716
H 3.42785 -0.01123 1.07502
H 3.86412 1.18074 -0.04554
H 2.25982 1.36718 0.75048
*
```

Results
- SMILES string: CC(C)O.CC
- E_HOMO: -0.3684 Eh
- HOMO-LUMO gap: 0.403 Ha


R) Molecular formula: C5H14O
Method: DFT, ωB97M-V/def2-TZVPD

Geometry as ORCA input:
```
! wB97M-V def2-TZVPD RIJCOSX def2/J DEFGRID3
* xyz 0 1
C -0.29511 0.05164 -2.15459
C -0.45361 0.70624 -0.79191
C -0.30899 -0.24350 0.42142
C -0.07686 0.56367 1.68361
C -1.53649 -1.15409 0.51339
H -1.07862 -0.61623 -2.49720
H 0.66510 -0.46487 -2.05988
H -0.16777 0.80624 -2.93135
H -1.37668 1.26144 -0.56880
H 0.27771 1.51173 -0.65098
H 0.51959 -0.92970 0.21392
H -0.20887 -0.02546 2.59346
H 0.90532 1.03256 1.65427
H -0.81923 1.35771 1.80161
H -1.84406 -1.51104 -0.47025
H -1.35209 -1.99045 1.18482
H -2.41557 -0.60903 0.87695
O 3.27737 0.41284 0.22086
H 3.18904 -0.44475 -0.17856
H 3.09984 0.28505 1.13921
*
```

Results
- SMILES string: CCC(C)C.O
- E_HOMO: -0.4017 Eh
- HOMO-LUMO gap: 0.434 Ha


The structure with the least stability is Q).


P) Molecular formula: C5H14O
Method: DFT, ωB97M-V/def2-TZVPD

Geometry as ORCA input:
```
! wB97M-V def2-TZVPD RIJCOSX def2/J DEFGRID3
* xyz 0 1
C -0.17021 -2.08127 0.01716
C -1.12244 -1.16487 -0.74626
C -0.36865 -0.10284 -1.56330
C 0.43461 1.01597 -0.89363
C -0.22842 1.75128 0.27688
H 0.32593 -2.76272 -0.68008
H 0.60489 -1.49668 0.50823
H -0.72730 -2.73846 0.68471
H -1.81459 -1.62265 -1.45067
H -1.73976 -0.60672 -0.03544
H 0.21536 -0.53867 -2.38192
H -1.14326 0.40688 -2.15034
H 1.45613 0.70665 -0.65479
H 0.51210 1.74534 -1.70466
H 0.45103 2.45612 0.73058
H -1.15091 2.23369 -0.05167
H -0.55950 1.00892 0.99453
O 1.24853 0.46934 2.45508
H 0.46857 -0.09125 2.34382
H 1.62712 0.50712 1.57162
*
```

Results
- SMILES string: CCCCC.O
- E_HOMO: -0.4028 Eh
- HOMO-LUMO gap: 0.438 Ha


Q) Molecular formula: C5H14O
Method: DFT, ωB97M-V/def2-TZVPD

Geometry as ORCA input:
```
! wB97M-V def2-TZVPD RIJCOSX def2/J DEFGRID3
* xyz 0 1
C -0.53927 0.65108 0.24718
C -0.25241 -0.12703 -1.01362
C 0.58511 -1.41961 -0.75836
C 2.03480 -1.29416 -1.22688
C 2.86622 -0.20755 -0.49377
H -1.31135 1.39811 0.09127
H -0.64951 -0.08987 1.03310
H 0.36790 1.24372 0.43048
H -1.19246 -0.51545 -1.42711
H 0.29209 0.37766 -1.80438
H 0.55209 -1.62402 0.33430
H 0.14314 -2.35024 -1.13201
H 2.57695 -2.23861 -1.19009
H 1.91333 -1.10189 -2.30052
H 3.64450 -0.73338 0.06805
H 3.38894 0.52830 -1.11458
H 2.39194 0.40670 0.27341
O -4.06962 2.01227 2.62527
H -3.20891 1.58310 2.53933
H -4.61697 1.22778 2.72006
*
```

Results
- SMILES string: CCCCC.O
- E_HOMO: -0.3960 Eh
- HOMO-LUMO gap: 0.427 Ha


The structure with the least stability is Q).


P) Molecular formula: C5H8
Method: DFT, ωB97M-V/def2-TZVPD

Geometry as ORCA input:
```
! wB97M-V def2-TZVPD RIJCOSX def2/J DEFGRID3
* xyz 0 1
C 0.16780 1.44633 -0.50401
C 0.16129 -0.26525 -0.25042
C 0.12285 -1.02590 -1.43890
C -0.63984 -0.56300 1.04899
C 0.74936 -0.31843 1.40388
H 1.11226 2.00848 -0.73936
H -0.16213 1.76110 0.50397
H -0.53267 1.55475 -1.32456
H 0.44282 -2.05383 -1.25101
H -0.00075 -0.55873 -2.41009
H -1.55841 0.07302 1.06067
H -0.81218 -1.59273 1.40490
H 0.94961 -0.46580 2.49594
*
```

Results
- E_HOMO: -0.2502 Eh
- HOMO-LUMO gap: 0.220 Ha


Q) Molecular formula: C5H8
Method: DFT, ωB97M-V/def2-TZVPD

Geometry as ORCA input:
```
! wB97M-V def2-TZVPD RIJCOSX def2/J DEFGRID3
* xyz 0 1
C 1.25757 -0.18735 0.49157
C 0.88529 -0.84344 -0.60374
C -0.51197 -0.48471 -1.04438
C -1.03612 0.42677 0.09450
C 0.17256 0.71635 1.02225
H 2.23525 -0.26255 0.96071
H 1.51061 -1.54212 -1.15370
H -0.48696 0.03248 -2.01303
H -1.14663 -1.36850 -1.18415
H -1.48541 1.34512 -0.29549
H -1.81775 -0.09231 0.65741
H 0.48572 1.76882 0.99785
H -0.06217 0.49144 2.07020
*
```

Results
- SMILES string: C1=CCCC1
- E_HOMO: -0.3326 Eh
- HOMO-LUMO gap: 0.379 Ha


R) Molecular formula: C5H8
Method: DFT, ωB97M-V/def2-TZVPD

Geometry as ORCA input:
```
! wB97M-V def2-TZVPD RIJCOSX def2/J DEFGRID3
* xyz 0 1
C -1.12093 -0.08031 -0.74791
C -1.21909 0.12438 0.56587
C 0.15767 0.32290 1.16501
C 1.03775 -0.41085 0.14156
C 0.33271 -0.04215 -1.17285
H -1.95351 -0.19813 -1.43499
H -2.14431 0.20083 1.12932
H 0.40275 1.39823 1.13724
H 0.27131 -0.01032 2.19960
H 2.09725 -0.13578 0.17793
H 0.95254 -1.49428 0.30589
H 0.59703 0.99613 -1.43681
H 0.58883 -0.67065 -2.02987
*
```

Results
- SMILES string: C1=CCCC1
- E_HOMO: -0.3345 Eh
- HOMO-LUMO gap: 0.381 Ha


S) Molecular formula: C5H8
Method: DFT, ωB97M-V/def2-TZVPD

Geometry as ORCA input:
```
! wB97M-V def2-TZVPD RIJCOSX def2/J DEFGRID3
* xyz 0 1
C 0.29641 -1.11156 0.90687
C -1.65471 0.22584 -0.29586
C -0.62755 0.88675 -0.93861
C 0.72673 0.85194 -0.59921
C 1.21521 -0.23245 0.17427
H 0.59267 -2.14742 1.06552
H -0.38252 -0.70826 1.63915
H -2.58996 0.06913 -0.83056
H -1.74671 0.18507 0.77654
H -0.85238 1.35324 -1.90071
H 1.44113 1.46695 -1.13861
H 2.15703 -0.67339 -0.16384
H 1.41101 -0.13532 1.33874
*
```

Results
- E_HOMO (alpha / beta): -0.2677 / -0.2677 Eh
- HOMO-LUMO gap (alpha / beta): 0.286 / 0.286 Ha


The structure with the least stability is P).


P) Molecular formula: C5H8
Method: DFT, ωB97M-V/def2-TZVPD

Geometry as ORCA input:
```
! wB97M-V def2-TZVPD RIJCOSX def2/J DEFGRID3
* xyz 0 1
C -2.57196 -0.15502 -0.35628
C -1.39399 0.13808 -0.45244
C 0.62090 1.41701 0.38734
C 0.90085 -1.44023 0.16067
C -0.03702 0.42241 -0.63922
H -3.33837 -0.82901 -0.08026
H 0.85455 0.80385 1.32327
H -0.17754 2.13037 0.72004
H 1.49808 1.93914 -0.09040
H 1.29509 -1.14792 1.11623
H 0.29879 -2.30708 0.05150
H 1.80782 -1.34980 -0.45283
H 0.24280 0.37820 -1.68763
*
```

Results
- E_HOMO: -0.3103 Eh
- HOMO-LUMO gap: 0.328 Ha


Q) Molecular formula: C5H8
Method: DFT, ωB97M-V/def2-TZVPD

Geometry as ORCA input:
```
! wB97M-V def2-TZVPD RIJCOSX def2/J DEFGRID3
* xyz 0 1
C 2.43826 -0.06581 -0.36602
C 1.33700 0.18512 0.56032
C 0.19828 0.01586 0.91569
C -1.16456 -0.45587 0.67691
C -1.89979 0.53691 -0.23003
H 3.39922 0.37093 -0.10239
H 2.52729 -1.15746 -0.43129
H 2.11296 0.30728 -1.34635
H -1.00607 -1.38837 0.11708
H -1.71443 -0.71208 1.58586
H -2.21037 1.41451 0.34111
H -2.77756 0.06790 -0.68225
H -1.24023 0.88107 -1.03863
*
```

Results
- SMILES string: CC#CCC
- E_HOMO: -0.3407 Eh
- HOMO-LUMO gap: 0.381 Ha


The structure with the least stability is P).